Record 1
88
Properties=species:S:1:pos:R:3:lowdin_charge:R:1 method="wB97M-V/def2-TZVPD" s_squared=6.03 largest_force_ha_per_bohr=0.0196 gap_ev="5.49 / 8.19" lumo_energy_ev="0.34 / 0.28" de_lowest_kcal_mol=0.00 multiplicity=5
Co -1.1604 0.2392 1.2396 0.35
C -4.2822 3.9226 0.3319 -0.03
N -2.8457 4.0952 0.4406 -0.12
C -2.1141 5.0991 -0.1505 -0.05
C -0.8299 4.9016 0.2154 -0.06
N -0.7675 3.7876 1.0234 0.01
B 0.5165 3.3826 1.8317 -0.43
N 1.4112 2.3641 1.0315 0.01
C 2.2713 2.7371 0.0207 -0.05
C 3.0793 1.6935 -0.2656 -0.04
N 2.7075 0.6701 0.5778 -0.10
C 3.3730 -0.6125 0.6920 -0.03
C 1.6798 1.0880 1.3473 -0.69
S 0.8569 0.0698 2.4723 0.67
C -2.0126 3.3018 1.1461 -0.67
S -2.5672 1.9258 2.0274 0.71
H -4.6323 4.5236 -0.5028 0.09
H -4.7712 4.2366 1.2535 0.09
H -4.5034 2.8762 0.1443 0.07
H -2.5712 5.8364 -0.7830 0.12
H 0.0503 5.4757 -0.0071 0.12
H 0.1955 2.8916 2.8710 0.06
H 1.1696 4.3928 1.9422 0.08
H 2.2489 3.7285 -0.3932 0.12
H 3.8685 1.5753 -0.9857 0.12
H 3.9526 -0.7837 -0.2110 0.08
H 2.6283 -1.3959 0.8040 0.07
H 4.0292 -0.6184 1.5627 0.10
C 1.4150 4.3287 -4.7118 -0.05
C 1.7949 2.8550 -4.7480 -0.31
C 3.3036 2.6881 -4.6604 -0.15
C 3.6885 1.2262 -4.7730 -0.14
C 2.9277 0.4014 -3.7711 -0.17
C 3.4657 -0.8240 -3.3373 0.02
C 2.7660 -1.5535 -2.4017 -0.30
F 3.2892 -2.7318 -1.9791 0.05
C 1.5818 -1.1343 -1.8485 0.03
C 1.0282 0.0985 -2.2575 -0.07
C -0.1518 0.5861 -1.6497 -0.29
O -0.6077 -0.0213 -0.5759 -0.20
C -0.7616 1.7361 -2.2690 -0.05
C -0.0683 2.4198 -3.2274 0.02
N 1.1658 2.0918 -3.6531 0.03
C 1.7291 0.8476 -3.2510 -0.08
C -2.1493 2.1552 -2.1126 -0.39
O -2.6712 3.1423 -2.5580 0.13
O -2.9166 1.2824 -1.3526 0.21
H 2.0455 4.8682 -5.4183 0.08
H 1.5827 4.7439 -3.7167 0.09
H 0.3816 4.5151 -4.9964 0.08
H 1.4574 2.4188 -5.6981 0.16
H 3.6458 3.0988 -3.7048 0.13
H 3.7659 3.2741 -5.4559 0.12
H 4.7601 1.0989 -4.6107 0.12
H 3.4824 0.8678 -5.7868 0.13
H 4.4063 -1.1878 -3.7258 0.12
H 1.0712 -1.7235 -1.1022 0.12
H -0.5384 3.2753 -3.6848 0.13
C -2.0430 -3.1155 0.4327 0.01
C -2.3558 -2.5726 1.7820 -0.33
N -2.1196 -1.3427 2.1755 0.01
C -2.5106 -1.2496 3.4950 -0.11
C -2.9960 -2.4466 3.8978 -0.03
N -2.8987 -3.2834 2.8026 -0.01
C -3.1650 -4.7018 2.8080 -0.06
N -2.3093 -5.3811 3.7444 -0.06
N -2.8579 -6.2021 4.6715 0.05
N -1.9374 -6.7148 5.3879 0.07
C -0.7235 -6.2265 4.9513 -0.23
C 0.5720 -6.4705 5.4182 -0.01
C 1.5978 -5.8092 4.7887 -0.08
C 1.3535 -4.9173 3.7214 -0.07
C 0.0864 -4.6692 3.2492 0.00
C -0.9524 -5.3565 3.8884 -0.16
H -1.4824 -2.3652 -0.1246 0.07
H -2.9507 -3.3455 -0.1257 0.10
H -1.4341 -4.0190 0.4936 0.08
H -2.4052 -0.3303 4.0445 0.10
H -3.3764 -2.7914 4.8422 0.13
H -3.0168 -5.0767 1.7957 0.14
H -4.1868 -4.9112 3.1216 0.14
H 0.7441 -7.1463 6.2436 0.11
H 2.6163 -5.9625 5.1178 0.10
H 2.1902 -4.4039 3.2672 0.11
H -0.0819 -3.9642 2.4481 0.10
F -3.6549 -0.7923 -0.6999 0.26
B -2.9928 -0.0498 -1.5791 -0.88
F -2.5792 -0.6311 -2.6973 0.28

=====

Record 2
81
Properties=species:S:1:pos:R:3:lowdin_charge:R:1 method="wB97M-V/def2-TZVPD" s_squared=0.78 largest_force_ha_per_bohr=0.0138 gap_ev="5.39 / 6.34" lumo_energy_ev="-3.72 / -3.72" total_charge=+1 de_lowest_kcal_mol=34.25 multiplicity=2
Ir 0.3388 -0.1105 -0.3250 1.43
C -1.0067 4.5161 4.9288 -0.04
C -0.6951 3.3312 4.0525 -0.27
C -0.5683 2.0630 4.6080 0.01
C -0.3009 0.8878 3.8081 -0.11
C -0.0801 -0.2779 4.5430 0.00
N 0.2185 -1.5591 4.3302 0.06
C 0.3220 -2.4302 3.1593 -0.15
C 1.7535 -2.5612 2.6348 -0.14
C 1.8719 -3.8135 1.7672 -0.13
N 2.9874 -3.7519 0.8129 0.11
C 2.9410 -3.8436 -0.4813 0.04
C 1.7848 -3.7903 -1.3228 -0.11
C 1.7705 -4.5563 -2.5055 0.03
C 0.6806 -4.5643 -3.3463 -0.25
C 0.6349 -5.4131 -4.5876 -0.04
C -0.4043 -3.7443 -3.0023 0.04
C -0.3915 -2.8896 -1.9147 -0.12
C -1.5621 -2.0355 -1.6642 -0.07
N -1.5327 -0.9144 -1.0624 -0.08
C -2.7484 -0.1230 -0.8993 -0.19
C -2.6994 1.1121 -1.7971 -0.13
C -1.4075 1.9439 -1.6829 -0.16
N -0.6596 1.6769 -0.4513 -0.09
C -0.7282 2.5517 0.4649 -0.04
C -0.0010 2.4248 1.7908 -0.38
C -0.4793 3.5049 2.7105 0.06
C -0.1846 1.0166 2.3944 -0.19
O -0.2206 -0.0143 1.6729 -0.10
C 0.7340 -2.8833 -1.0481 -0.30
O 0.8444 -2.0868 -0.0384 -0.19
H -1.3715 4.2025 5.9061 0.08
H -1.7630 5.1514 4.4693 0.08
H -0.1136 5.1239 5.0780 0.09
H -0.6888 1.9336 5.6764 0.11
H -0.1133 -0.0899 5.6123 0.14
H 0.4235 -2.0454 5.1889 0.15
H -0.3173 -2.0575 2.3696 0.11
H -0.0570 -3.4026 3.4845 0.13
H 2.4608 -2.6146 3.4673 0.13
H 1.9977 -1.6822 2.0443 0.08
H 0.9645 -3.9912 1.2021 0.12
H 2.0590 -4.6937 2.3873 0.14
H 3.9115 -3.7566 1.2265 0.17
H 3.9042 -4.0050 -0.9576 0.16
H 2.6272 -5.1804 -2.7371 0.13
H 1.5602 -5.9717 -4.7157 0.08
H 0.4874 -4.7975 -5.4758 0.09
H -0.1867 -6.1294 -4.5436 0.09
H -1.2857 -3.7582 -3.6373 0.14
H -2.5152 -2.4093 -2.0476 0.15
H -2.7756 0.1888 0.1461 0.12
H -3.6436 -0.7149 -1.1031 0.12
H -3.5604 1.7296 -1.5362 0.12
H -2.8352 0.8143 -2.8394 0.11
H -1.6462 3.0060 -1.7273 0.13
H -0.7280 1.7464 -2.5035 0.10
H -1.3403 3.4368 0.3243 0.15
H -0.5017 4.4898 2.2642 0.12
S 4.7905 0.1400 -0.5501 1.05
C 4.3884 0.3833 1.0922 -0.38
C 3.0449 0.4057 1.3141 -0.20
C 2.2781 0.2218 0.1237 -0.31
C 3.1168 0.0401 -0.9489 -0.54
C 2.5347 -0.0545 -2.2449 -0.26
C 3.2241 -0.0418 -3.4619 0.01
C 2.5259 -0.0846 -4.6423 -0.04
C 1.1347 -0.1628 -4.6070 -0.04
C 0.5127 -0.1912 -3.3845 -0.12
N 1.1806 -0.1389 -2.2180 -0.02
H 5.1745 0.5394 1.8144 0.08
H 2.6316 0.6037 2.2919 0.11
H 4.3027 0.0337 -3.4498 0.11
H 3.0496 -0.0556 -5.5885 0.12
H 0.5450 -0.1957 -5.5114 0.11
H -0.5607 -0.2804 -3.3129 0.10
O 1.8744 2.8605 -0.8973 -0.30
S 1.9108 3.6390 0.3191 0.46
O 0.8700 4.6519 0.3813 -0.30
O 1.3993 2.5551 1.5522 -0.20
O 3.2062 3.9775 0.8201 -0.27

=====

Record 3
82
Properties=species:S:1:pos:R:3:lowdin_charge:R:1 method="wB97M-V/def2-TZVPD" largest_force_ha_per_bohr=0.0343 gap_ev=7.05 lumo_energy_ev=-1.60 de_lowest_kcal_mol=0.00
C 2.9410 -0.8605 -0.2584 -0.12
C 2.7668 -0.4688 -1.7536 -0.23
C 2.6921 1.0629 -1.9309 -0.21
C 1.4425 1.7043 -1.2866 -0.19
C 0.1902 1.7091 -2.2432 -0.11
C -1.0742 1.5519 -1.3819 -0.19
C -1.1396 2.4376 -0.2364 -0.05
C -2.1455 2.4305 0.6533 -0.02
C -3.1871 1.4835 0.4282 -0.36
N -4.2583 1.2878 1.2160 -0.22
S -5.0741 0.1076 0.4752 0.98
N -4.1821 -0.2203 -0.8304 -0.21
C -3.1465 0.6286 -0.7243 -0.32
C -2.0567 0.6667 -1.6570 -0.16
C -2.0401 -0.2442 -2.8693 -0.12
C -1.2242 -1.5854 -2.6874 -0.18
C -0.6648 -1.7818 -1.2690 -0.24
C 0.1769 -3.1059 -1.2680 -0.09
H 3.3547 -1.8663 -0.1548 0.05
H 1.9351 -0.8646 0.1892 0.06
H 3.5748 -0.1540 0.2889 0.07
H 3.6823 -0.8225 -2.2503 0.11
H 1.8735 -0.9572 -2.1612 0.08
H 2.8384 1.3755 -2.9745 0.11
H 3.5642 1.4579 -1.3794 0.10
H 1.6235 2.7293 -0.9497 0.11
H 1.1533 1.0559 -0.4483 0.10
H 0.1407 2.6517 -2.8043 0.11
H 0.2703 0.8705 -2.9471 0.10
H -0.3401 3.1563 -0.0665 0.12
H -2.1388 3.1076 1.5030 0.12
H -1.6499 0.3238 -3.7210 0.11
H -3.0837 -0.5347 -3.0475 0.10
H -0.4294 -1.5705 -3.4497 0.10
H -1.8988 -2.4074 -2.9632 0.11
H 0.0174 -0.9748 -0.9859 0.07
H -1.5182 -1.8594 -0.5828 0.10
H -0.4278 -3.9782 -0.9991 0.07
H 0.9711 -2.9755 -0.5226 0.05
H 0.6289 -3.2127 -2.2614 0.07
C -3.2324 -2.4377 3.6276 0.08
C -3.5569 -3.2891 2.6465 -0.24
C -4.0744 -4.6668 2.9372 -0.31
O -4.3699 -5.3881 2.0031 0.11
C -4.1937 -5.0760 4.3296 0.07
C -3.8662 -4.2263 5.3109 -0.24
C -3.3739 -2.8389 5.0201 -0.31
O -3.1094 -2.1068 5.9550 0.11
O -3.9573 -4.5582 6.5987 0.11
O -3.4414 -2.9646 1.3592 0.09
H -2.8609 -1.4416 3.4295 0.14
H -4.5513 -6.0768 4.5269 0.14
H -3.6648 -3.7707 7.0964 0.12
H -3.7410 -3.7486 0.8599 0.12
C -1.4812 5.9531 -3.8975 0.08
C -1.7546 7.2261 -4.2093 -0.24
C -2.8604 7.9830 -3.5326 -0.32
O -3.0478 9.1435 -3.8461 0.11
C -3.6587 7.2870 -2.5342 0.08
C -3.3873 6.0123 -2.2245 -0.23
C -2.2658 5.2651 -2.8823 -0.30
O -2.0605 4.1151 -2.5431 0.11
O -4.0909 5.3350 -1.3186 0.12
O -1.0659 7.8957 -5.1328 0.11
H -0.6865 5.3984 -4.3766 0.13
H -4.4626 7.8370 -2.0658 0.14
H -3.6917 4.4430 -1.2798 0.11
H -1.4613 8.7881 -5.1629 0.12
C 5.5464 -2.0900 2.8914 0.08
C 6.1039 -2.5045 4.0362 -0.24
C 7.3102 -3.3975 4.0468 -0.32
O 7.7830 -3.7255 5.1182 0.11
C 7.8544 -3.8323 2.7679 0.08
C 7.2947 -3.4204 1.6237 -0.23
C 6.1052 -2.5061 1.6135 -0.30
O 5.6507 -2.1507 0.5417 0.10
O 7.7576 -3.7945 0.4309 0.11
O 5.6256 -2.1509 5.2282 0.12
H 4.6788 -1.4452 2.8710 0.14
H 8.7127 -4.4889 2.7880 0.14
H 7.1807 -3.3597 -0.2258 0.12
H 6.2065 -2.5800 5.8854 0.12